1.
# C3H8O

A structure of composition C3H8O (wB97M-V/def2-TZVPD, OMol25).

The geometry in XYZ format:
```
12
Properties=species:S:1:pos:R:3:forces:R:3
C 0.528913 1.114232 0.358030 1.589 0.015 1.948
C 0.570716 -0.551761 0.501181 -3.407 2.590 -4.433
C -0.620380 -0.117619 -0.803484 -0.467 -2.194 -0.293
O -0.199921 -1.367456 1.335833 0.200 0.578 0.013
H 1.548754 1.299458 0.069754 0.623 0.571 0.486
H -0.061452 1.821518 -0.322854 0.344 -1.562 0.700
H 0.267196 1.437104 1.344133 0.503 0.666 0.815
H 1.233498 -1.157777 -0.126293 0.514 0.847 0.473
H -0.395263 0.432876 -1.740383 0.486 -0.535 0.759
H -0.777283 -1.145758 -1.015501 -1.106 -1.125 -1.034
H -1.533905 0.329059 -0.378216 0.566 -0.419 0.142
H -0.576751 -2.080140 0.775351 0.156 0.570 0.424
```
Positions in Å, forces in eV/Å.

Output
LUMO: 0.0360 hartree
HOMO energy: -0.297 hartree
Charge: 0



2.
# C48H104O18

A cluster of 10 separate species, C48H104O18 in total (wB97M-V/def2-TZVPD, OMol25).

The geometry in XYZ format:
```
170
Properties=species:S:1:pos:R:3:forces:R:3
C -25.532483 12.900227 9.756685 -0.642 0.320 1.453
C -26.069192 13.991837 8.887393 0.306 0.786 -0.471
C -27.335893 14.750301 9.245880 -0.862 -0.814 1.061
C -28.535027 13.760020 9.466467 0.129 0.922 0.988
C -29.943690 14.397061 9.676652 -0.102 1.081 0.006
C -30.343500 15.207135 10.994842 0.481 -0.508 -0.585
H -25.396076 13.261796 10.775881 0.066 0.139 0.237
H -24.537906 12.603579 9.423655 -0.300 -0.501 -0.187
H -26.306972 12.137231 9.834841 0.551 -0.677 -0.124
H -25.290449 14.754290 8.869383 0.209 -0.077 -0.835
H -26.243424 13.478929 7.941521 0.237 0.586 -0.629
H -27.505927 15.528931 8.502287 -0.409 -0.335 -0.514
H -27.171822 15.366474 10.129918 0.067 -0.204 0.510
H -28.478465 13.026523 8.662182 -0.627 0.171 -0.433
H -28.351887 13.134681 10.340259 0.387 0.088 0.316
H -30.037067 15.128350 8.873780 -0.203 0.099 -0.224
H -30.734150 13.668518 9.496413 0.077 -0.191 0.049
H -30.557851 14.581953 11.861623 0.320 -0.228 -0.090
H -29.632199 15.980023 11.286045 0.458 -0.258 -0.031
H -31.259375 15.787044 10.880892 -0.216 -0.209 -0.592
C -24.649824 11.885847 13.568136 0.763 -0.311 0.402
C -23.161790 12.310830 13.808069 -0.395 0.019 -0.605
C -22.809266 13.117935 15.039749 0.098 -0.401 1.169
C -22.952604 12.294610 16.399135 0.057 1.047 -0.042
C -22.616063 13.165643 17.683689 -0.715 -1.323 -1.206
C -22.634144 12.351695 19.013276 0.016 0.470 -1.134
H -24.722423 10.874095 13.967128 -0.557 -0.007 -0.008
H -24.905243 11.856960 12.508874 0.294 -0.138 -0.053
H -25.426071 12.509120 14.012058 0.289 0.194 0.379
H -22.539889 11.417232 13.861316 -0.078 -0.239 -0.290
H -22.851114 12.845250 12.910306 0.249 0.166 0.034
H -23.297502 14.090693 14.980931 -0.911 -0.076 0.673
H -21.785941 13.488955 14.982819 0.438 -0.542 -0.100
H -23.928504 11.815685 16.478748 -0.550 0.586 0.088
H -22.349864 11.386587 16.382155 0.765 0.179 -0.289
H -21.614340 13.559916 17.512854 -0.062 0.328 0.142
H -23.351934 13.967404 17.622204 0.151 0.244 0.508
H -23.381958 11.559235 18.983776 -0.043 -0.010 -0.039
H -21.645597 11.897576 19.081538 -0.094 -0.139 0.435
H -22.849836 12.973700 19.881995 0.234 0.018 -0.023
C -26.599204 17.891851 12.844455 -1.508 -0.413 0.186
O -25.627307 17.086057 12.297011 1.397 -1.008 -0.407
C -24.589450 16.646325 13.187970 -1.346 1.548 -1.075
C -23.526529 15.954401 12.390385 0.439 -0.142 1.551
O -22.842092 16.721208 11.430369 -0.093 -0.273 1.783
C -23.519842 17.133524 10.287844 0.281 -0.989 -0.973
C -22.642641 16.707376 9.144536 0.252 -1.099 -0.808
O -22.819438 15.289986 8.934761 -1.094 -0.401 -0.583
C -22.439538 14.777808 7.678949 0.308 -0.602 -0.031
H -26.741513 17.688048 13.905731 0.209 0.424 0.327
H -27.520136 17.537480 12.381414 -0.429 0.296 -0.110
H -26.510685 18.951661 12.605607 0.377 0.142 0.250
H -25.029782 16.058452 13.993335 0.089 -0.571 0.035
H -24.196156 17.541062 13.670514 0.389 0.162 -0.007
H -23.790795 14.927335 12.138583 -0.480 0.080 -1.087
H -22.852356 15.743902 13.220610 0.977 0.136 -0.147
H -23.692873 18.206864 10.209659 -0.051 0.151 0.517
H -24.457460 16.587276 10.184986 -0.237 0.252 -0.061
H -21.571041 16.711683 9.343925 0.079 1.219 0.257
H -22.917802 17.307576 8.277277 0.130 -0.212 -0.463
H -23.061355 14.994649 6.810363 -0.235 1.140 0.054
H -22.528060 13.692066 7.641306 0.016 -0.237 0.888
H -21.387643 14.964064 7.462320 0.124 0.395 -0.159
C -27.375595 18.733543 8.629871 -0.227 0.637 0.077
O -27.886909 18.583819 7.301639 1.466 -1.994 1.616
C -28.967063 19.299925 6.893762 -0.682 0.566 -0.654
C -30.313890 18.966602 7.529577 0.974 0.355 0.256
O -30.315700 19.449861 8.851973 -0.024 -0.661 0.882
C -31.424453 18.948618 9.598600 0.269 0.912 -0.314
C -31.360215 19.494881 11.043597 0.582 -0.229 -2.543
O -32.464869 18.919021 11.643086 0.153 -0.007 0.117
C -32.728157 19.413555 12.899436 -1.698 0.274 1.294
H -26.589572 17.989098 8.756590 0.034 0.246 -0.078
H -28.079652 18.681432 9.460342 -0.587 -0.792 -0.345
H -27.028330 19.752554 8.800559 0.676 0.197 -0.432
H -28.999519 19.027289 5.838899 -0.502 0.346 -0.294
H -28.695835 20.352510 6.974995 -0.587 0.514 0.039
H -30.446086 17.884751 7.544712 -0.103 -0.226 -0.220
H -31.106954 19.454052 6.962533 -0.277 -0.058 -0.234
H -31.540657 17.868031 9.681720 0.813 -0.419 -0.184
H -32.280123 19.224395 8.982255 -0.746 0.480 0.647
H -31.328005 20.584011 11.014296 -0.524 0.264 0.245
H -30.388714 19.197601 11.438467 0.049 -0.344 0.458
H -32.080956 19.091067 13.715055 0.458 -0.167 -0.208
H -33.738822 19.083000 13.138999 -0.022 -0.348 0.207
H -32.844884 20.495920 12.953842 0.518 0.373 -0.329
O -26.401424 21.584935 14.955047 -1.113 0.353 0.713
C -26.218464 22.064492 13.876992 1.003 -1.126 -1.277
O -27.105924 22.767038 13.118489 0.895 -1.283 0.892
C -28.440686 22.753118 13.556143 -1.797 1.090 -0.524
C -29.112548 23.629546 12.502275 0.302 0.775 0.988
C -24.931704 21.803794 13.124326 -0.075 0.590 0.487
H -28.557896 23.187681 14.548870 0.257 0.129 0.052
H -28.998533 21.817480 13.594704 0.935 -0.712 -0.106
H -30.144667 23.852185 12.772944 -0.174 -0.302 -0.327
H -28.966117 23.253548 11.489711 -0.277 -0.109 0.147
H -28.577835 24.574237 12.601001 -0.082 0.254 -0.446
H -25.044610 21.081529 12.315821 -0.327 0.298 -0.241
H -24.217765 21.354071 13.814365 0.036 0.324 0.023
H -24.610143 22.780125 12.761717 0.434 -0.264 -0.361
O -23.863091 20.820790 5.589198 -0.312 -0.405 -1.732
C -24.172017 20.043444 6.437924 -0.294 0.182 1.501
O -24.851985 18.856886 6.319935 0.285 0.580 0.616
C -25.238900 18.377458 5.050675 -0.210 -1.754 -1.443
C -25.867124 16.917991 5.143433 0.275 1.585 1.477
C -23.827197 20.375736 7.879302 0.371 -0.183 -0.439
H -24.347803 18.310861 4.426488 0.027 0.235 -0.169
H -25.967531 19.017410 4.553027 0.075 0.310 0.227
H -26.679837 17.008627 5.864118 -0.205 -0.081 -0.011
H -25.161942 16.229739 5.609401 0.166 -0.074 -0.311
H -26.292586 16.508878 4.227073 0.400 0.336 -0.186
H -24.714148 20.595650 8.473484 0.055 -0.571 0.188
H -23.213409 21.276376 7.893458 -0.130 -0.030 -0.261
H -23.176991 19.577929 8.238218 -0.437 -0.114 0.582
O -18.611265 16.078576 14.013364 -2.631 0.400 -2.658
C -19.501020 15.844557 13.165772 2.487 1.323 1.339
O -20.143505 16.757573 12.296088 -0.023 -2.650 2.629
C -19.743572 18.090651 12.083584 2.802 -0.118 -0.526
C -18.762139 17.935740 10.915256 -0.531 2.047 -1.241
C -19.989789 14.439236 12.945035 -0.830 0.362 -0.550
H -19.115941 18.532808 12.857332 -0.429 -0.341 0.763
H -20.575269 18.775460 11.918022 -0.261 -0.618 -0.240
H -17.730937 17.662326 11.138767 -0.395 -0.764 0.409
H -18.609762 18.912557 10.456225 -0.044 0.476 0.002
H -19.228580 17.398821 10.089270 0.268 -0.570 0.224
H -21.048556 14.616895 12.756437 -0.179 -0.803 -0.135
H -19.809320 13.719040 13.743071 -0.044 0.694 0.390
H -19.547528 13.947507 12.078608 -0.008 0.505 -0.383
O -28.266061 14.228146 17.816814 -1.054 0.941 -1.800
C -28.997526 14.872478 17.057492 0.974 -0.842 1.107
O -28.961542 14.813539 15.710049 -0.566 0.410 1.755
C -28.045500 13.925870 15.090095 0.010 -0.191 0.928
C -28.111820 14.264687 13.681693 0.110 0.214 -1.867
C -30.056927 15.798214 17.613676 -0.139 -0.192 -0.111
H -28.387443 12.894290 15.173802 0.025 -0.088 0.622
H -27.045597 14.033289 15.510520 -0.056 -0.021 0.170
H -27.504713 13.497096 13.201765 0.032 0.296 -0.713
H -27.788754 15.276863 13.438349 0.453 -0.095 0.074
H -29.136720 14.223952 13.312871 0.071 -0.367 0.056
H -29.676948 16.809420 17.759167 0.247 -0.084 -0.022
H -30.331112 15.377052 18.580903 -0.021 0.192 -0.029
H -30.943758 15.885965 16.986043 0.140 -0.154 -0.129
O -25.932739 17.263424 16.701456 1.552 -0.284 0.810
C -25.215661 17.044871 17.670395 -1.584 0.825 0.548
O -23.895514 17.231248 17.759452 -0.269 -0.325 -0.182
C -23.221459 17.760102 16.617963 0.890 0.454 -0.464
C -21.706091 17.498454 16.694931 -0.568 -0.100 -0.115
C -25.859561 16.528114 18.987305 1.194 -0.429 -1.906
H -23.454293 18.820969 16.526072 0.161 0.203 0.379
H -23.602353 17.383001 15.668855 -0.161 -0.626 0.321
H -21.471377 16.439036 16.798094 -0.253 -0.162 -0.297
H -21.140167 17.960524 17.503839 -0.435 0.448 0.039
H -21.324959 17.858543 15.739333 0.335 -0.073 0.047
H -26.171606 15.584595 18.539540 -0.927 -0.260 0.715
H -26.686630 17.184673 19.257469 0.126 -0.330 0.068
H -25.149958 16.267958 19.772722 -0.078 0.526 0.017
O -17.749284 9.745397 7.649490 0.441 1.576 0.634
C -17.567870 10.491487 8.609495 -1.511 -1.078 -2.506
O -17.819274 11.802149 8.628524 0.652 -0.629 2.530
C -18.335564 12.478520 7.555372 -1.397 0.247 -2.299
C -19.849977 12.270356 7.318254 -0.344 -1.015 0.558
C -17.291439 9.933689 9.922072 1.304 -0.313 0.737
H -17.780143 12.103664 6.695662 -0.102 0.517 -0.444
H -18.173768 13.539828 7.743947 0.300 -0.116 -0.129
H -20.257000 12.747858 6.426958 0.374 0.450 0.128
H -20.467515 12.506792 8.184769 0.259 0.799 0.107
H -20.156595 11.230983 7.200814 0.705 -0.396 -0.292
H -16.606436 9.099506 9.770378 -0.244 -0.168 0.111
H -18.260755 9.558178 10.249982 0.195 0.108 0.579
H -16.780286 10.643658 10.572278 -0.588 -0.011 0.297
```
Positions in Å, forces in eV/Å.

Output
LUMO (spin up / spin down): 0.0725 / 0.0710 hartree
Spin multiplicity: 2
HOMO energy (spin up / spin down): 0.022 / -0.280 hartree
Charge: -1
Expectation value of S²: 0.7506



3.
# C3H3O2Tl

A structure of composition C3H3O2Tl (wB97M-V/def2-TZVPD, OMol25).

The geometry in XYZ format:
```
9
Properties=species:S:1:pos:R:3:forces:R:3
C -0.421083 2.527907 0.772106 -0.004 0.070 0.076
C 0.247482 1.396186 0.290996 -0.353 0.342 0.140
H -1.346990 2.386782 1.355362 0.216 0.046 -0.155
H 0.420677 2.627170 1.536632 -0.068 -0.014 -0.067
H -0.397276 3.452239 0.170163 -0.030 -0.226 0.144
O -0.749387 -4.774658 -0.893491 0.991 -0.330 -0.736
C 0.047283 -3.975945 -1.136011 -2.218 0.036 1.414
O 0.669026 -2.993228 -1.206771 0.830 -0.559 -0.751
Tl 1.530267 -0.646453 -0.888987 0.637 0.634 -0.065
```
Positions in Å, forces in eV/Å.

Output
LUMO (spin up / spin down): -0.1879 / -0.1786 hartree
Spin multiplicity: 2
HOMO energy (spin up / spin down): -0.474 / -0.533 hartree
Charge: +1
Expectation value of S²: 0.7545



| no. | M (g mol⁻¹) | E (eV) |
| --- | --- | --- |
| 1 | 60.1 | -5283.6431 |
| 2 | 969.3 | -88311.3220 |
| 3 | 275.4 | -11937.3752 |